# 1
A single C3H6FNO molecule, computed with ωB97M-V/def2-TZVPD.

Calculated values
- Energy relative to the best compared isomer or geometry (same formula, charge and spin): 254.78 kJ/mol
- Molar mass: 91.08 g mol⁻¹
- Net charge: 0
- Multiplicity: 1
- HOMO energy: -10.41 eV
- SMILES: N[C@@H](F)[C@H]1CO1

Element x y z (Å)
N1 -1.33 1.05 -0.59
C1 -0.89 0.02 0.38
F1 -1.42 -1.23 -0.08
C2 0.70 -0.14 0.54
C3 1.49 -0.61 -0.64
O1 1.60 0.72 -0.16
H1 -2.34 0.92 -0.77
H2 -0.87 0.85 -1.37
H3 -1.18 -0.01 1.39
H4 0.86 -0.38 1.57
H5 2.38 -1.37 -0.49
H6 0.85 -0.78 -1.56

***

# 2
A molecular structure, C3H6FNO2, computed with ωB97M-V/def2-TZVPD.

Calculated values
- Energy relative to the best compared isomer or geometry (same formula, charge and spin): 79.28 kJ/mol
- Molar mass: 107.08 g mol⁻¹
- Net charge: 0
- Multiplicity: 1
- HOMO energy: -9.86 eV

Element x y z (Å)
C1 -0.88 -4.42 0.13
C2 1.30 -0.36 0.30
C3 0.01 -0.46 0.02
N1 -0.83 0.68 0.04
O1 0.05 -4.97 0.51
O2 -1.87 -3.99 -0.30
F1 -0.96 1.79 -2.24
H1 2.03 -1.23 0.45
H2 1.83 0.59 0.40
H3 -0.38 -1.36 -0.05
H4 -0.34 1.52 0.37
H5 -1.65 0.69 0.59
H6 -1.11 1.25 -1.27

***

# 3
A single C3H6FNO2 molecule, computed with ωB97M-V/def2-TZVPD.

Calculated values
- Energy relative to the best compared isomer or geometry (same formula, charge and spin): 95.39 kJ/mol
- Molar mass: 107.08 g mol⁻¹
- Net charge: 0
- Multiplicity: 1
- HOMO energy: -10.53 eV
- SMILES: C[C@@](N)(F)C(=O)O

Element x y z (Å)
C1 0.83 0.81 -1.06
C2 -0.03 0.29 0.28
N1 0.73 -0.68 0.95
F1 -0.05 1.45 1.12
C3 -1.44 -0.16 -0.08
O1 -2.14 0.66 -0.59
O2 -1.73 -1.37 0.19
H1 1.73 0.98 -0.66
H2 0.23 1.69 -1.50
H3 0.87 0.02 -1.91
H4 1.75 -0.52 1.15
H5 0.27 -1.20 1.72
H6 -1.02 -1.97 0.40

***

# 4
A single C3H6FNO2 molecule, computed with ωB97M-V/def2-TZVPD.

Calculated values
- Energy relative to the best compared isomer or geometry (same formula, charge and spin): 401.77 kJ/mol
- Molar mass: 107.08 g mol⁻¹
- Net charge: 0
- Multiplicity: 1
- HOMO energy: -9.35 eV
- SMILES: C[C@]1(O)ON[C@H]1F

Element x y z (Å)
C1 -1.21 -1.07 0.42
C2 -0.40 -0.01 -0.45
O1 -1.05 0.63 -1.37
O2 0.82 -0.54 -0.92
N1 1.64 -0.13 0.17
C3 0.69 0.86 0.70
F1 0.88 2.12 0.23
H1 -1.05 -0.85 1.49
H2 -0.87 -2.12 0.00
H3 -2.29 -0.86 0.17
H4 -0.37 0.71 -2.02
H5 2.53 0.27 -0.12
H6 0.68 0.98 1.70

***

# 5
2 unconnected molecules or ions with the total composition C3H6FNO3, computed with ωB97M-V/def2-TZVPD.

Calculated values
- Energy relative to the best compared isomer or geometry (same formula, charge and spin): 367.89 kJ/mol
- Molar mass: 123.08 g mol⁻¹
- Net charge: 0
- Multiplicity: 1
- HOMO energy: -9.72 eV
- SMILES: C=C(F)CO.O=NO

Element x y z (Å)
C1 1.15 0.28 -1.47
C2 0.85 0.27 -0.16
F1 0.50 1.47 0.38
C3 0.89 -0.76 0.88
O1 1.40 -2.03 0.53
H1 1.58 -0.58 -1.97
H2 1.25 1.10 -2.19
H3 -0.02 -0.94 1.43
H4 1.58 -0.35 1.75
H5 0.86 -2.49 -0.21
O2 -2.68 -0.37 -0.36
N1 -2.11 0.56 0.01
O3 -2.94 1.70 0.36
H6 -2.34 2.11 1.02

***

# 6
A molecular structure, C3H6FO2Rb, computed with ωB97M-V/def2-TZVPD.

Calculated values
- Energy relative to the best compared isomer or geometry (same formula, charge and spin): 124.92 kJ/mol
- Molar mass: 178.55 g mol⁻¹
- Net charge: 0
- Multiplicity: 1
- HOMO energy: -5.96 eV

Element x y z (Å)
O1 2.35 -0.68 0.58
C1 1.85 -0.01 -0.31
C2 0.42 0.31 -0.36
O2 -0.25 -0.43 0.64
C3 -1.62 -0.10 0.78
Rb1 1.50 -2.08 2.65
H1 2.47 0.36 -1.15
H2 0.28 1.42 -0.24
H3 -2.10 -0.06 -0.21
H4 -2.09 -0.88 1.38
H5 -1.74 0.87 1.28
H6 -0.01 0.15 -1.45
F1 -1.05 1.13 -3.59

***

# 7
2 unconnected molecules or ions with the total composition C3H6FOP, computed with ωB97M-V/def2-TZVPD.

Calculated values
- Energy relative to the best compared isomer or geometry (same formula, charge and spin): 423.92 kJ/mol
- Molar mass: 108.05 g mol⁻¹
- Net charge: 0
- Multiplicity: 1
- HOMO energy (alpha / beta): -8.50 / -8.08 eV

Element x y z (Å)
C1 -1.33 -0.48 -1.46
C2 -1.34 0.17 -0.38
C3 0.56 -0.18 1.35
O1 1.74 1.24 -0.50
F1 -2.15 1.13 0.05
P1 1.39 1.40 1.17
H1 -2.06 -0.36 -2.32
H2 -0.48 -1.09 -1.65
H3 0.81 -1.20 1.20
H4 -0.06 -0.19 2.22
H5 2.11 1.98 -0.96
H6 0.32 2.36 1.10

***

# 8
A molecular structure, C3H6FeO4, computed with ωB97M-V/def2-TZVPD.

Calculated values
- Energy relative to the best compared isomer or geometry (same formula, charge and spin): 0.00 kJ/mol
- Molar mass: 161.92 g mol⁻¹
- Net charge: +1
- ⟨S²⟩: 8.760
- Multiplicity: 6
- HOMO energy (alpha / beta): -12.30 / -15.03 eV

Element x y z (Å)
O1 -1.01 0.19 -1.92
O2 -2.77 -1.19 -2.18
C1 -1.48 -0.98 -2.00
O3 -0.72 -1.98 -1.89
H1 2.27 -0.40 0.46
Fe1 0.73 -0.68 -1.58
O4 1.51 0.00 0.01
H2 -3.27 -0.37 -2.07
C2 0.88 0.96 0.81
C3 0.96 0.81 2.27
H3 0.04 0.17 2.40
H4 0.92 1.77 2.80
H5 0.09 1.48 0.27
H6 1.85 0.24 2.60

***

# 9
A molecular structure, C3H6GaO4, computed with ωB97M-V/def2-TZVPD.

Calculated values
- Energy relative to the best compared isomer or geometry (same formula, charge and spin): 222.61 kJ/mol
- Molar mass: 175.80 g mol⁻¹
- Net charge: +2
- ⟨S²⟩: 0.757
- Multiplicity: 2
- HOMO energy (alpha / beta): -18.94 / -18.69 eV

Element x y z (Å)
O1 -1.21 -1.45 -0.59
C1 -1.03 -0.03 -0.47
C2 -0.36 0.31 0.86
O2 0.32 1.57 0.76
C3 1.59 1.59 0.46
O3 2.21 2.68 0.48
O4 2.25 0.63 0.03
H1 -1.98 -1.75 -0.09
H2 -1.99 0.48 -0.55
H3 -0.43 0.27 -1.33
H4 0.34 -0.46 1.21
H5 -1.12 0.42 1.64
Ga1 -0.02 -2.53 -1.34
H6 1.43 -1.74 -1.06

***

# 10
2 unconnected molecules or ions with the total composition C3H6I2O, computed with ωB97M-V/def2-TZVPD.

Calculated values
- Energy relative to the best compared isomer or geometry (same formula, charge and spin): 354.07 kJ/mol
- Molar mass: 311.89 g mol⁻¹
- Net charge: 0
- Multiplicity: 1
- HOMO energy: -9.11 eV

Element x y z (Å)
C1 0.19 -0.97 -0.45
C2 -0.55 1.60 0.01
C3 0.39 0.51 -0.06
O1 0.03 -0.03 2.05
I1 -2.58 0.91 0.34
I2 2.40 1.12 -0.12
H1 0.68 -1.08 -1.33
H2 -0.99 -1.10 -0.48
H3 0.54 -1.71 0.31
H4 -0.32 2.43 0.79
H5 -0.44 2.20 -0.88
H6 0.25 0.75 2.51